Below is a cluster of 2 separate species, C14H16 in total, with properties calculated with wB97M-V/def2-TZVPD.

XYZ file:
```
30
C14H16, DFT wB97M-V/def2-TZVPD
C 2.667 0.761 -1.818
C 1.210 0.449 -2.043
C 0.827 -0.462 -3.020
C -0.528 -0.730 -3.250
C -1.495 0.094 -2.710
C -1.129 0.938 -1.657
C 0.213 1.157 -1.373
H 3.195 -0.183 -1.671
H 2.790 1.289 -0.872
H 3.156 1.307 -2.622
H 1.537 -0.826 -3.750
H -0.772 -1.534 -3.933
H -2.560 -0.086 -2.821
H -1.881 1.399 -1.028
H 0.444 1.989 -0.718
C 1.353 -2.032 1.981
C 0.304 -0.962 2.070
C 0.641 0.365 2.362
C -0.341 1.306 2.616
C -1.683 0.985 2.434
C -2.021 -0.345 2.270
C -1.039 -1.323 2.100
H 1.808 -2.051 0.986
H 0.946 -3.037 2.116
H 2.118 -1.918 2.746
H 1.696 0.505 2.559
H -0.060 2.332 2.829
H -2.431 1.753 2.580
H -3.049 -0.670 2.196
H -1.394 -2.345 2.149
```

Summary:
- SMILES string: Cc1ccccc1.Cc1ccccc1
- Net charge: 0

Below is a cluster of 10 separate species, C46H120N8O15 in total, with properties calculated with wB97M-V/def2-TZVPD.

XYZ file:
```
189
C46H120N8O15, DFT wB97M-V/def2-TZVPD
C 1.692 2.854 0.016
O 0.852 1.743 -0.044
C 0.745 0.945 1.112
C -0.080 -0.270 0.744
C -1.526 0.118 0.451
N -0.187 -1.245 1.822
H 1.250 3.581 0.697
H 1.811 3.230 -1.000
H 2.702 2.661 0.378
H 1.801 0.753 1.304
H 0.352 1.518 1.952
H 0.328 -0.820 -0.104
H -2.076 -0.735 0.052
H -1.666 0.820 -0.371
H -2.003 0.590 1.310
H 0.716 -1.438 2.232
H -0.659 -0.808 2.601
C 2.862 2.950 3.758
O 1.533 3.095 4.167
C 1.181 4.370 4.605
C -0.322 4.384 4.910
C -1.151 4.115 3.639
N -0.721 5.660 5.460
H 3.604 3.241 4.501
H 3.027 3.371 2.766
H 3.013 1.902 3.497
H 1.783 4.669 5.463
H 1.468 5.126 3.875
H -0.532 3.619 5.657
H -0.961 4.785 2.801
H -2.199 4.130 3.940
H -0.851 3.141 3.252
H -0.441 5.677 6.431
H -1.707 5.497 5.608
C -8.206 -2.475 -1.963
O -7.150 -2.247 -1.037
C -6.553 -3.487 -0.600
C -5.160 -3.211 -0.086
C -4.239 -2.705 -1.200
N -4.472 -4.422 0.435
H -9.013 -2.890 -1.360
H -8.025 -3.176 -2.778
H -8.493 -1.511 -2.383
H -7.202 -3.932 0.153
H -6.528 -4.178 -1.443
H -5.232 -2.549 0.777
H -3.235 -2.427 -0.879
H -4.685 -1.843 -1.696
H -4.177 -3.456 -1.987
H -4.972 -4.860 1.195
H -3.585 -4.198 0.862
C 1.436 -10.495 -2.214
O 0.728 -9.293 -2.537
C -0.409 -9.049 -1.662
C -1.016 -7.620 -1.984
N -0.399 -6.573 -1.112
C -0.969 -5.265 -1.239
C -0.157 -4.219 -0.522
O 1.107 -4.191 -1.108
C 2.160 -3.607 -0.382
H 0.765 -11.346 -2.337
H 1.808 -10.449 -1.191
H 2.327 -10.601 -2.832
H -0.240 -9.197 -0.595
H -1.178 -9.799 -1.849
H -2.097 -7.664 -1.853
H -0.721 -7.352 -2.998
H 0.601 -6.684 -1.030
H -1.996 -5.315 -0.878
H -0.914 -4.965 -2.285
H -0.251 -4.455 0.538
H -0.581 -3.224 -0.654
H 3.053 -3.586 -1.007
H 2.315 -4.144 0.553
H 1.931 -2.567 -0.147
C 4.507 -1.703 1.615
O 3.344 -2.336 2.040
C 3.364 -2.641 3.403
C 2.919 -1.546 4.414
N 1.451 -1.574 4.681
C 1.032 -0.241 5.175
C -0.498 -0.248 5.450
O -1.106 -0.032 4.243
C -2.500 -0.101 4.380
H 5.307 -2.388 1.333
H 4.805 -0.820 2.181
H 4.211 -1.298 0.648
H 4.322 -3.013 3.764
H 2.614 -3.420 3.542
H 3.318 -0.619 4.003
H 3.446 -1.720 5.352
H 1.377 -2.248 5.429
H 1.202 0.624 4.534
H 1.347 -0.038 6.199
H -0.736 0.537 6.167
H -0.829 -1.223 5.809
H -3.007 0.805 4.712
H -2.812 -0.993 4.923
H -2.937 -0.266 3.395
C -0.836 -1.829 -3.414
O -1.433 -0.538 -3.227
C -0.434 0.531 -3.271
C -1.041 1.929 -3.131
N -1.757 2.381 -4.321
C -2.446 3.637 -4.213
C -1.514 4.915 -3.959
O -0.796 5.412 -5.141
C -1.560 6.149 -6.022
H -1.559 -2.644 -3.404
H -0.014 -2.097 -2.750
H -0.375 -1.950 -4.394
H 0.080 0.587 -4.231
H 0.252 0.418 -2.431
H -0.165 2.537 -2.910
H -1.813 1.914 -2.362
H -2.453 1.772 -4.727
H -3.047 3.666 -3.304
H -3.092 3.767 -5.081
H -0.811 4.707 -3.152
H -2.169 5.737 -3.672
H -2.290 5.486 -6.489
H -1.016 6.534 -6.884
H -2.080 6.953 -5.501
C 5.394 1.803 -1.884
O 5.967 0.576 -1.411
C 7.291 0.704 -0.853
C 8.299 0.869 -1.987
N 9.649 0.789 -1.483
C 10.626 1.048 -2.628
C 12.043 0.731 -2.092
O 12.154 -0.599 -1.668
C 13.403 -1.092 -1.241
H 4.500 1.595 -2.473
H 5.991 2.432 -2.544
H 5.045 2.378 -1.026
H 7.618 -0.201 -0.341
H 7.298 1.559 -0.176
H 8.049 1.785 -2.522
H 8.235 0.114 -2.771
H 9.885 -0.165 -1.246
H 10.578 2.085 -2.958
H 10.416 0.467 -3.526
H 12.218 1.455 -1.297
H 12.788 1.064 -2.814
H 13.787 -0.656 -0.319
H 14.172 -0.918 -1.994
H 13.241 -2.147 -1.023
C -8.502 1.663 -4.135
O -7.230 1.607 -3.585
C -7.322 1.852 -2.153
C -5.971 1.811 -1.472
N -6.180 1.974 -0.016
C -4.922 1.727 0.669
C -3.859 2.817 0.261
O -4.374 4.121 0.432
C -3.590 5.278 0.141
H -9.165 0.930 -3.675
H -8.552 1.405 -5.193
H -9.044 2.606 -4.087
H -7.945 1.057 -1.742
H -7.649 2.878 -1.986
H -5.419 2.618 -1.955
H -5.597 0.801 -1.640
H -6.342 2.957 0.153
H -4.478 0.738 0.551
H -5.087 1.887 1.735
H -3.487 2.712 -0.758
H -2.951 2.641 0.839
H -2.624 5.164 0.633
H -4.153 6.142 0.493
H -3.450 5.343 -0.938
C 1.720 6.440 -0.089
C 0.203 6.378 -0.225
O -0.445 7.532 0.241
H 2.060 7.441 -0.356
H 2.272 5.817 -0.792
H 2.003 6.268 0.950
H -0.175 5.595 0.433
H -0.087 6.276 -1.271
H -0.462 7.492 1.200
C -2.286 -5.274 3.383
C -2.245 -3.775 3.271
O -2.177 -3.403 1.888
H -2.245 -5.731 4.372
H -1.451 -5.675 2.808
H -3.224 -5.612 2.942
H -1.394 -3.408 3.843
H -3.190 -3.424 3.687
H -1.418 -2.816 1.856
```

Summary:
- SMILES string: COC[C@H](C)N.COC[C@H](C)N.COC[C@H](C)N.COCCNCCOC.COCCNCCOC.COCCNCCOC.COCCNCCOC.COCCNCCOC.CCO.CCO
- Net charge: 0

Record-wise energy above the lowest of the compared OMol25 structures with the same formula, charge and spin values, in kcal per mole: 15.0 47.7
Record-wise gap between HOMO and LUMO values, in Eh: 0.362 0.295
Record-wise HOMO energy values, in eV: -8.9 -7.6